(w)
ORCA calculation (ωB97M-V/def2-TZVPD) on one molecule with the formula CH3IOS2.

Structure (XYZ):
```
8
CH3IOS2 | the OMol25 dataset | ωB97M-V/def2-TZVPD
I 3.16 -1.15 -0.04
S 0.79 0.44 -0.61
S -0.12 2.16 0.03
O -1.28 1.77 0.82
C -0.49 -0.72 -0.15
H -0.08 -1.07 0.74
H -1.27 0.01 0.15
H -0.71 -1.46 -0.95
```

Properties
* HOMO-LUMO gap (alpha / beta): 7.5 / 6.3 eV
* highest occupied orbital energy (alpha / beta): -0.337 / -0.322 Ha
* LUMO (alpha / beta): -1.63 / -2.49 eV



(x)
ORCA calculation (ωB97M-V/def2-TZVPD) on one molecule with the formula CH3IOS2.

Structure (XYZ):
```
8
CH3IOS2 | the OMol25 dataset | ωB97M-V/def2-TZVPD
I 2.82 0.04 0.59
S 1.01 -1.67 0.26
S -0.85 -0.09 1.00
O 1.38 -2.95 0.82
C -1.03 0.99 -0.44
H -1.30 1.95 -0.06
H -1.80 0.61 -1.03
H -0.22 1.11 -1.14
```

Properties
* HOMO-LUMO gap (alpha / beta): 7.2 / 7.2 eV
* highest occupied orbital energy (alpha / beta): -0.334 / -0.334 Ha
* LUMO (alpha / beta): -1.92 / -1.92 eV



On energetic grounds, (w) is preferred over the next structure by 0.0020 hartree.



(w)
ORCA calculation (ωB97M-V/def2-TZVPD) on one molecule with the formula C2H5NO2S2.

Structure (XYZ):
```
12
C2H5NO2S2 | the OMol25 dataset | ωB97M-V/def2-TZVPD
S -0.60 -0.76 0.88
S 1.04 -1.46 -0.04
O -0.86 -1.34 2.20
O -2.06 -0.76 -0.40
N 0.64 1.56 0.64
C 0.61 -0.70 -1.68
C -0.30 1.02 1.23
H -1.07 1.39 1.89
H -0.36 -0.49 -1.54
H 1.10 0.33 -1.58
H 1.03 -1.34 -2.47
H 0.83 2.55 0.87
```

Properties
* HOMO-LUMO gap: 9.5 eV
* structure (SMILES): [H]/N=C/S(=O)(=O)SC
* highest occupied orbital energy: -0.363 Ha
* LUMO: -0.36 eV



(x)
ORCA calculation (ωB97M-V/def2-TZVPD) on one molecule with the formula C2H5NO2S2.

Structure (XYZ):
```
12
C2H5NO2S2 | the OMol25 dataset | ωB97M-V/def2-TZVPD
S 0.56 -2.01 -0.04
S 1.52 0.94 1.11
O -1.31 -0.48 1.88
O -1.78 0.95 0.24
N 0.13 0.31 -1.28
C -1.08 -0.04 0.82
C 0.15 -0.38 0.01
H -1.28 1.23 -0.50
H -0.28 -2.27 1.02
H 0.67 -0.17 -1.95
H 2.28 0.71 0.07
H 0.41 1.23 -1.36
```

Properties
* HOMO-LUMO gap: 9.2 eV
* structure (SMILES): NC(S)(S)C(=O)O
* highest occupied orbital energy: -0.344 Ha
* LUMO: -0.20 eV



On energetic grounds, (x) is preferred over the next structure by 0.1435 hartree.



(w)
ORCA calculation (ωB97M-V/def2-TZVPD) on C4H3O3 as an isolated structure.

Structure (XYZ):
```
10
C4H3O3 | the OMol25 dataset | ωB97M-V/def2-TZVPD
O -1.90 -1.74 0.45
O 2.06 1.06 1.20
O 2.45 -0.93 0.21
C 1.82 0.08 0.49
C -0.81 -0.32 -0.18
C 0.39 0.14 -0.14
C -0.81 1.01 -0.74
H -1.19 1.85 -0.18
H -1.16 -2.30 0.71
H -0.85 1.15 -1.82
```

Properties
* HOMO-LUMO gap: 8.5 eV
* charge: -1
* highest occupied orbital energy: -0.177 Ha
* LUMO: 3.67 eV



(x)
ORCA calculation (ωB97M-V/def2-TZVPD) on a 2-piece molecular cluster, C4H3O3 overall.

Structure (XYZ):
```
10
C4H3O3 | the OMol25 dataset | ωB97M-V/def2-TZVPD
O -0.33 -0.25 -1.33
O -2.40 2.02 -0.35
O -0.58 2.97 -1.28
C 0.35 -1.61 0.80
C 1.38 -0.47 0.48
C 0.37 -0.66 -0.34
C -1.47 2.41 -0.86
H -0.29 -1.31 1.61
H 0.62 -2.70 0.64
H 2.36 -0.41 0.62
```

Properties
* HOMO-LUMO gap: 6.1 eV
* charge: -1
* highest occupied orbital energy: -0.091 Ha
* LUMO: 3.60 eV



On energetic grounds, (x) is preferred over the next structure by 0.0617 hartree.



(w)
ORCA calculation (ωB97M-V/def2-TZVPD) on an isolated ion of composition C5H11N2 and charge +1.

Structure (XYZ):
```
18
C5H11N2 | the OMol25 dataset | ωB97M-V/def2-TZVPD
N 0.68 1.51 -0.30
N -1.53 1.50 0.15
C -0.44 -1.41 -1.73
C 0.45 -1.16 -0.78
C 0.92 -0.56 1.56
C -0.38 0.93 0.11
C -0.20 -0.42 0.54
H 1.05 -1.56 1.73
H -0.09 -1.96 -2.58
H 1.63 1.10 -0.27
H 1.82 -0.19 1.13
H 1.48 -1.17 -0.76
H 0.77 0.05 2.53
H 0.70 2.34 -0.88
H -1.78 2.36 -0.28
H -2.32 1.02 0.54
H -1.60 -1.49 -1.52
H -1.15 -0.90 0.81
```

Properties
* HOMO-LUMO gap (alpha / beta): 6.7 / 8.8 eV
* charge: +1
* spin multiplicity: 3
* highest occupied orbital energy (alpha / beta): -0.361 / -0.561 Ha
* LUMO (alpha / beta): -3.13 / -6.43 eV



(x)
ORCA calculation (ωB97M-V/def2-TZVPD) on a 2-piece molecular cluster, C5H11N2 overall.

Structure (XYZ):
```
18
C5H11N2 | the OMol25 dataset | ωB97M-V/def2-TZVPD
N -1.75 -0.47 0.61
N 0.82 0.49 0.18
C 0.41 1.70 0.15
C 2.18 0.19 -0.22
C 2.52 -1.08 -0.16
C -0.52 -1.00 0.48
C -2.43 0.04 -0.59
H 3.58 -1.24 -0.49
H -0.52 1.97 0.51
H -3.61 0.09 -0.47
H -2.16 1.06 -0.74
H 2.86 1.08 -0.28
H -2.03 -0.12 1.57
H -0.15 -1.42 -0.42
H 0.08 -1.41 1.30
H -2.20 -0.63 -1.55
H 1.12 2.53 -0.12
H 1.81 -1.77 0.24
```

Properties
* HOMO-LUMO gap (alpha / beta): 7.2 / 7.0 eV
* charge: +1
* spin multiplicity: 3
* highest occupied orbital energy (alpha / beta): -0.378 / -0.527 Ha
* LUMO (alpha / beta): -3.12 / -7.33 eV



On energetic grounds, (w) is preferred over the next structure by 0.0441 hartree.